Computed, not measured: a structure of composition C16H17MnN4O3PSSe2 in a non-equilibrium geometry, with the ωB97M-V functional and the def2-TZVPD basis.

Calculated total energy: -211107.8407 eV
Relative energy (zero: lowest compared OMol25 entry of this formula, charge and spin): 44.4 kJ/mol
LUMO energy (spin up / spin down): 0.21 / 0.21 eV
Gap between HOMO and LUMO (spin up / spin down): 8.17 / 8.73 eV

```
! RIJCOSX wB97M-V def2-TZVPD def2/J DEFGRID3
* xyz 0 6
Mn 0.151 0.597 0.174
Se 2.403 -0.320 -0.121
P 1.981 -0.959 1.939
Se 0.098 -0.170 2.726
C 1.971 -2.780 1.874
C 0.808 -3.528 1.974
C 0.861 -4.893 1.746
C 2.063 -5.496 1.409
C 3.225 -4.742 1.316
C 3.180 -3.381 1.546
C 3.289 -0.518 3.132
C 3.104 -0.988 4.428
C 3.983 -0.607 5.423
C 5.042 0.238 5.121
C 5.234 0.687 3.825
C 4.353 0.314 2.822
H -0.125 -3.040 2.227
H -0.043 -5.481 1.818
H 2.097 -6.558 1.213
H 4.163 -5.207 1.050
H 4.064 -2.762 1.456
H 2.265 -1.639 4.638
H 3.832 -0.962 6.432
H 5.720 0.544 5.905
H 6.064 1.338 3.593
H 4.492 0.656 1.804
C -5.620 -2.439 0.336
C -4.889 -1.893 -0.892
C -3.934 -0.845 -0.470
N -2.667 -0.943 -0.412
N -2.037 0.131 0.080
C -2.860 1.095 0.443
N -2.491 2.233 1.034
S -4.531 0.714 0.133
H -6.369 -3.169 0.044
H -6.108 -1.627 0.872
H -4.914 -2.918 1.009
H -5.610 -1.464 -1.591
H -4.334 -2.683 -1.396
H -1.504 2.473 1.094
H -3.174 2.947 1.220
O 0.224 3.893 -1.825
N 0.120 2.860 -1.235
O -0.131 1.775 -1.790
O 0.233 2.811 0.034
*
```

Computed, not measured: a cluster of 4 separate species, C12H37BO14P4S in total, with the ωB97M-V functional and the def2-TZVPD basis.

Calculated total energy: -90385.3955 eV
LUMO energy: 0.23 eV
Gap between HOMO and LUMO: 8.87 eV

```
! RIJCOSX wB97M-V def2-TZVPD def2/J DEFGRID3
* xyz 0 1
C -3.063 -3.501 -5.005
O -3.409 -2.155 -5.380
P -2.181 -1.198 -5.657
O -1.149 -1.658 -6.584
O -1.566 -0.895 -4.223
C -2.450 -0.575 -3.135
O -2.989 0.100 -6.077
C -2.222 1.243 -6.480
H -3.910 -3.914 -4.468
H -2.842 -4.090 -5.894
H -2.202 -3.499 -4.337
H -2.786 -1.496 -2.656
H -3.313 -0.010 -3.487
H -1.880 0.020 -2.428
H -1.697 1.669 -5.624
H -2.929 1.968 -6.874
H -1.505 0.964 -7.251
C 3.555 5.218 5.643
O 2.404 5.612 4.880
P 2.200 4.911 3.475
O 2.394 3.463 3.423
O 3.191 5.647 2.470
C 3.253 7.078 2.453
O 0.757 5.468 3.150
C 0.139 5.016 1.932
H 3.721 5.997 6.382
H 3.362 4.266 6.135
H 4.436 5.123 5.006
H 3.997 7.423 3.170
H 2.285 7.519 2.692
H 3.549 7.373 1.449
H 0.653 5.440 1.068
H -0.887 5.371 1.957
H 0.154 3.929 1.875
C -2.206 -2.401 0.670
O -1.211 -3.191 -0.002
P -1.734 -4.368 -0.923
O -2.840 -4.065 -1.832
O -2.117 -5.559 0.057
C -1.218 -5.932 1.109
O -0.351 -4.764 -1.582
C -0.363 -5.790 -2.589
H -1.699 -1.898 1.489
H -2.617 -1.666 -0.019
H -3.006 -3.030 1.063
H -1.438 -5.351 2.005
H -0.179 -5.773 0.818
H -1.383 -6.987 1.310
H -0.588 -6.758 -2.140
H 0.632 -5.807 -3.024
H -1.100 -5.558 -3.357
O -0.396 -0.426 -0.463
B 0.081 0.728 0.131
O -0.863 1.611 0.634
P 1.988 1.038 0.175
C 2.453 -0.319 1.389
C 2.848 0.159 2.804
C 2.274 -0.739 3.924
S 0.961 0.052 4.914
H 0.298 -0.987 -0.812
H -1.526 1.179 1.175
H 2.021 2.160 1.029
H 3.280 -0.876 0.940
H 1.612 -1.019 1.454
H 2.517 1.186 2.971
H 3.940 0.167 2.877
H 1.864 -1.665 3.513
H 3.038 -1.028 4.649
H -0.043 -0.150 4.042
*
```